1.
A cluster of 2 separate species, C6H6 in total in a non-equilibrium geometry, computed with the ωB97M-V functional and the def2-TZVPD basis.

Computed properties:
orbital gap (spin up / spin down) = 0.27297 / 0.28559 hartree

The geometry in ORCA input format:
```
! wB97M-V def2-TZVPD RIJCOSX def2/J DEFGRID3
* xyz 0 1
C 0.232 -3.377 -1.209
C 0.086 -2.552 -0.325
C -0.478 0.174 0.868
C -0.670 1.270 0.141
C -0.254 -0.880 1.477
C 0.434 2.215 -0.186
H 0.302 -4.124 -1.947
H -1.661 1.494 -0.227
H -0.136 -1.585 2.249
H 0.065 3.240 -0.191
H 0.831 1.998 -1.182
H 1.248 2.128 0.532
*
```

2.
A structure of composition C55H72F9NPSbTi in a non-equilibrium geometry, computed with the ωB97M-V functional and the def2-TZVPD basis.

Computed properties:
orbital gap (spin up / spin down) = 0.21551 / 0.25844 hartree

The geometry in ORCA input format:
```
! wB97M-V def2-TZVPD RIJCOSX def2/J DEFGRID3
* xyz 0 3
Ti -1.051 0.818 -0.509
C -2.463 2.664 1.549
C -1.396 2.966 0.687
C -1.872 2.797 -0.692
C -3.282 2.451 -0.581
C -3.594 2.307 0.766
C -4.959 2.032 1.317
C -4.320 2.612 -1.654
C -1.341 3.701 -1.791
C -0.232 3.884 0.988
C -2.548 2.872 3.032
H -5.509 2.968 1.432
H -4.904 1.550 2.290
H -5.534 1.394 0.646
H -4.822 3.570 -1.495
H -5.086 1.835 -1.618
H -3.877 2.634 -2.642
H -1.486 4.745 -1.503
H -1.865 3.535 -2.728
H -0.276 3.552 -1.980
H -0.581 4.923 0.938
H 0.567 3.773 0.253
H 0.194 3.733 1.978
H -1.719 3.471 3.401
H -2.576 1.931 3.586
H -3.469 3.406 3.260
C 4.126 -1.389 1.892
C 4.366 -1.860 0.465
C 4.164 -3.367 0.423
C 5.795 -1.519 0.042
Sb 2.697 -0.941 -0.781
C 3.185 1.280 -0.555
C 2.473 2.028 -1.666
C 2.488 1.645 0.746
C 4.647 1.686 -0.514
C 3.240 -1.785 -2.843
C 2.781 -3.238 -2.841
C 2.420 -1.033 -3.877
C 4.709 -1.702 -3.202
H 4.730 -1.978 2.585
H 3.080 -1.513 2.171
H 4.403 -0.345 2.023
H 4.836 -3.844 1.135
H 4.392 -3.762 -0.563
H 3.145 -3.642 0.688
H 6.255 -2.364 -0.465
H 6.394 -1.304 0.926
H 5.845 -0.658 -0.616
H 1.393 1.803 -1.626
H 2.870 1.762 -2.643
H 2.609 3.105 -1.541
H 1.409 1.427 0.657
H 2.604 2.710 0.952
H 2.882 1.100 1.600
H 5.170 1.374 -1.415
H 5.150 1.277 0.358
H 4.713 2.775 -0.454
H 2.684 -3.596 -3.866
H 1.812 -3.357 -2.356
H 3.497 -3.881 -2.339
H 1.359 -1.077 -3.637
H 2.556 -1.483 -4.862
H 2.729 0.006 -3.954
H 5.320 -2.269 -2.506
H 5.052 -0.668 -3.216
H 4.862 -2.124 -4.197
F 2.126 -6.653 3.363
C 0.911 -6.594 2.769
F 1.002 -7.374 1.681
F 0.070 -7.219 3.611
C 0.516 -5.184 2.477
C 0.708 -4.629 1.213
C 0.463 -3.289 1.015
C 0.013 -2.464 2.053
C -0.229 -3.054 3.305
C 0.040 -4.385 3.518
P -0.329 -0.681 1.798
C 0.610 0.042 3.206
C 0.380 1.413 3.359
C 1.035 2.157 4.311
C 1.989 1.536 5.114
C 2.254 0.177 4.958
C 1.573 -0.568 4.012
C 2.690 2.351 6.156
F 3.740 1.725 6.704
F 3.159 3.514 5.660
F 1.873 2.694 7.174
C -2.020 -0.613 2.533
C -3.077 -0.801 1.637
C -4.361 -1.020 2.079
C -4.622 -1.019 3.452
C -3.590 -0.778 4.357
C -2.299 -0.605 3.906
C -6.031 -1.158 3.941
F -6.115 -1.604 5.205
F -6.694 0.022 3.924
F -6.773 -1.991 3.189
H 1.052 -5.245 0.396
H 0.666 -2.868 0.042
H -0.616 -2.461 4.117
H -0.111 -4.823 4.491
H -0.352 1.861 2.708
H 0.820 3.208 4.443
H 2.993 -0.296 5.587
H 1.780 -1.626 3.926
H -2.865 -0.723 0.570
H -5.168 -1.177 1.380
H -3.812 -0.722 5.412
H -1.513 -0.406 4.620
C -3.784 2.748 -5.563
C -2.492 2.228 -5.002
C -1.281 2.729 -5.459
C -0.083 2.280 -4.916
C 1.229 2.717 -5.501
C -0.123 1.390 -3.854
C -1.325 0.899 -3.334
C -2.504 1.277 -3.989
N -1.292 0.044 -2.223
C -2.020 -1.221 -2.365
C -1.945 -1.790 -3.794
C -1.299 -2.235 -1.469
C -3.503 -1.104 -1.918
H -3.596 3.482 -6.342
H -4.370 3.227 -4.777
H -4.387 1.942 -5.978
H -1.265 3.456 -6.257
H 1.572 1.973 -6.222
H 1.994 2.821 -4.733
H 1.121 3.665 -6.024
H 0.793 1.019 -3.426
H -3.448 0.862 -3.671
H -0.908 -1.848 -4.123
H -2.496 -1.188 -4.510
H -2.358 -2.796 -3.791
H -0.267 -2.325 -1.817
H -1.779 -3.210 -1.520
H -1.305 -1.895 -0.429
H -4.165 -1.077 -2.779
H -3.647 -0.183 -1.341
H -3.793 -1.961 -1.308
*
```

| no. | total energy (eV) |
| --- | --- |
| 1 | -6311.410 |
| 2 | -123092.911 |